[1]
Formula: C54H45ErOP2S
Source: the Open Molecules 2025 dataset
Level of theory: the ωB97M-V functional and the def2-TZVPD basis

The geometry in XYZ format:
```
104
Properties=species:S:1:pos:R:3:forces:R:3
C 12.03926 13.22669 14.67706 3.2 1.4 -0.4
C 8.85450 11.89182 16.27351 -0.4 0.4 1.5
C 10.59992 10.73738 12.05974 1.8 1.0 -0.6
C 10.48789 11.70546 9.36609 0.7 -1.8 0.4
H 7.91711 13.52385 7.17442 -1.3 0.7 -1.4
H 11.45439 18.54443 9.57127 0.4 -0.5 0.6
C 10.44816 8.41345 9.39841 0.4 0.6 0.1
C 10.41491 7.05394 9.31686 -0.3 -0.8 -0.4
C 8.75209 10.76432 14.15956 -0.2 -0.4 0.6
C 11.73751 15.30810 8.77996 -0.1 0.5 -0.3
Er 12.53358 13.37248 9.38406 0.3 -0.8 0.1
H 10.71023 17.67582 10.91621 -0.3 0.0 0.1
C 9.87208 11.61342 14.14220 2.0 1.0 0.8
C 10.91914 11.62431 13.14098 -1.3 0.1 1.7
C 18.34295 14.62993 10.89773 -1.1 0.0 0.4
C 9.98945 12.36576 15.37908 -0.7 0.1 -1.3
C 18.26005 13.19205 8.94837 1.5 -0.1 -1.1
H 11.05068 13.90713 16.45958 0.1 -0.3 -0.9
C 17.56509 10.62614 10.92781 -1.2 -1.2 0.3
H 19.99890 15.92723 11.02736 0.8 1.1 0.8
C 14.03778 17.71216 10.14754 1.0 0.6 -0.6
H 13.65493 8.81785 10.63941 -1.3 -0.5 -0.5
C 20.10156 14.69758 9.33222 1.8 -0.2 -1.8
H 7.74968 9.16927 13.23913 0.1 -0.1 -0.5
H 13.63139 15.55008 12.02434 -0.3 1.8 0.3
C 9.50012 9.93618 12.09262 -1.2 -1.2 0.2
H 21.09806 15.09850 9.01697 -1.1 -0.4 0.2
H 14.99668 6.04225 12.69470 -0.8 0.2 0.6
H 7.86930 13.76133 9.58736 -0.1 0.2 -0.3
C 12.31212 16.03178 9.59412 -0.3 -0.1 0.5
C 13.49349 9.97542 13.50447 0.0 1.1 0.0
H 11.49532 5.27340 9.40617 0.3 -1.0 0.2
C 15.20813 12.78847 9.27757 1.6 1.5 1.1
H 6.99247 11.49434 15.09245 0.1 0.5 0.0
C 15.58186 6.88050 13.05552 2.8 -1.2 0.0
H 11.90139 18.92591 11.24575 0.1 0.0 0.1
H 12.96354 17.21991 12.72730 0.6 0.1 0.6
H 7.50068 10.14655 15.95189 0.6 -0.5 -0.2
S 13.60268 12.67283 12.76224 0.8 -1.5 1.0
C 10.49266 11.46838 7.96975 0.4 0.5 0.4
H 14.44764 15.12089 6.99568 -0.1 0.5 -0.4
C 9.51747 12.52179 9.90212 -0.4 0.5 1.6
H 16.48583 6.35744 11.05852 0.4 0.6 1.0
H 9.30625 9.23696 11.28665 0.2 0.2 -0.1
C 8.60714 13.15578 9.07304 -0.7 0.7 2.0
H 13.58077 6.31556 10.31570 0.4 0.1 -0.1
H 9.58567 8.93065 8.97900 0.2 0.4 0.6
H 13.97003 18.12417 9.10334 -0.3 -0.2 1.0
C 11.60773 9.03383 9.93175 -1.5 1.5 -0.6
H 13.44920 10.95602 7.02167 -0.3 -0.1 0.0
C 11.00945 13.31794 15.52076 -3.7 -1.3 3.5
H 18.33450 11.13696 10.41909 0.6 0.8 -0.4
H 11.22220 10.79765 7.50028 -0.5 0.1 0.3
H 9.45295 6.58227 9.02908 1.0 0.1 0.0
H 13.27313 8.02062 14.31646 0.0 -0.3 0.3
C 15.68729 9.12448 12.21244 0.5 -0.3 0.2
C 13.89380 8.63912 13.69785 -2.1 1.4 1.0
C 13.85920 11.81419 7.51942 1.5 1.7 0.7
H 11.94920 15.87324 12.20192 -0.1 0.3 0.3
H 18.64516 8.80593 10.57287 -0.3 0.1 0.6
H 14.30522 18.54198 10.85264 -0.3 -0.6 -0.6
P 11.66426 10.75550 10.54704 -1.0 0.0 -0.8
C 13.90655 13.09513 6.88677 -3.5 -3.6 -2.3
H 14.57746 10.80173 9.32090 -0.1 -0.7 0.1
C 12.88801 16.41730 12.02115 -0.6 -2.0 -1.7
C 12.75281 6.94207 10.04047 -1.8 -0.8 -0.6
H 9.31508 11.26815 17.09959 -0.4 0.6 -0.9
H 16.11192 6.56173 14.02073 -1.2 0.6 -1.1
C 15.20260 13.99969 8.58652 0.1 0.6 2.0
C 19.55208 15.15692 10.48668 -1.2 -0.5 0.2
C 11.57114 6.31188 9.59066 0.3 1.2 0.4
C 9.54865 12.12785 7.20760 -0.4 -0.3 -0.6
C 16.38779 11.24404 11.29708 0.6 0.2 0.1
H 14.92102 17.05442 10.10014 -0.3 -0.1 0.3
C 17.74359 13.61049 10.15083 -0.6 0.0 0.8
C 16.79879 8.46200 11.61853 -0.8 -0.1 1.1
H 9.39570 12.63138 11.02552 0.3 -0.1 -1.6
C 8.59188 12.97700 7.73253 1.6 -0.7 0.9
H 12.61585 10.31965 14.05448 0.4 -0.2 -0.3
H 19.89157 13.42634 7.63258 0.8 -0.4 -1.5
C 11.64517 18.10743 10.57687 -0.4 0.2 -0.2
C 14.20084 10.88126 12.71796 -0.7 0.7 -0.2
O 13.26931 13.25170 11.39744 -0.4 -0.1 -0.8
C 16.72353 6.98320 11.96973 0.9 0.2 -0.6
P 16.21135 13.00381 10.86633 -1.5 -0.4 0.0
C 14.49494 14.15732 7.44642 0.7 1.8 -0.4
C 7.90954 10.98245 15.39175 0.6 1.3 0.3
H 8.30190 12.71564 16.82251 0.7 -0.8 -0.8
C 14.97890 8.23778 13.07974 1.6 -0.9 -1.8
C 12.73947 17.02328 10.59767 0.6 0.8 -0.4
H 17.85316 12.42072 8.29579 -0.4 0.1 0.4
H 9.42991 11.91734 6.17772 0.4 -0.2 -1.1
C 17.76501 9.23778 11.07228 0.8 -0.4 -1.2
H 17.74326 15.02858 11.74833 0.9 -0.3 -0.5
C 19.46676 13.74514 8.52440 -0.8 0.7 2.0
H 12.95994 13.81586 14.99298 -1.1 -0.8 -0.9
C 12.73209 8.32298 10.20830 2.3 -0.6 1.1
H 17.74276 6.71152 12.34082 -1.0 -0.3 -0.3
H 13.26616 13.18288 5.95429 1.1 0.1 1.1
C 15.40879 10.49573 12.03843 -0.1 -0.3 0.3
C 14.52976 11.71734 8.77391 -0.4 -1.2 -1.4
H 15.63054 14.86963 9.09769 0.1 -0.2 -0.5
C 12.07434 12.43126 13.57016 -0.9 -0.5 -1.7
C 8.57746 9.86344 13.15971 0.2 0.4 -0.1
```
Positions in Å, forces in eV/Å.

Results
Strongest force on any atom ... 5.5 eV Å⁻¹
⟨S²⟩ ... 3.7524
Charge ... +2
HOMO level (spin up / spin down) ... -12.67 / -12.67 eV
Orbital gap (spin up / spin down) ... 7.371 / 7.385 eV
Spin multiplicity ... 4

Results of the Löwdin charge analysis, in e, for atoms 1 through 8: number 1, C, carries -0.129; number 2, C, carries -0.088; number 3, C, carries -0.310; number 4, C, carries -0.456; number 5, H, carries 0.108; number 6, H, carries 0.110; number 7, C, carries -0.107; number 8, C, carries -0.068

=====

[2]
Formula: C8H20CeClHg
Source: the Open Molecules 2025 dataset
Level of theory: the ωB97M-V functional and the def2-TZVPD basis

The geometry in XYZ format:
```
31
Properties=species:S:1:pos:R:3:forces:R:3
C -2.42024 1.03591 -0.29496 -0.1 0.6 -0.1
C -1.29775 -0.25308 -4.85490 -1.2 0.2 -0.8
H 1.44944 1.81881 4.78721 0.1 0.0 0.1
H -1.79884 -2.86273 0.59472 0.7 0.1 -0.2
H 2.48803 -1.66128 -3.71846 0.0 0.0 -0.1
H 1.37348 -0.71868 1.81203 0.2 0.5 0.1
H 2.50069 1.96892 3.36789 -0.2 -0.3 0.1
H -3.27152 1.01367 0.40401 0.2 0.0 -0.2
H -1.99992 2.04462 -0.34941 -0.4 0.1 -0.2
C -0.84048 -2.29625 0.51498 -0.1 -1.4 -0.5
H 1.47630 -1.51517 -5.17481 0.2 -0.2 -0.4
C -0.36048 0.05652 3.79245 -0.5 0.2 0.4
C 1.81326 -0.98803 -4.28018 1.4 -0.7 -0.6
H 0.07237 1.90847 2.74869 0.0 -0.2 0.2
H 2.32541 0.39143 4.20214 -0.1 0.1 -0.2
H 2.38976 -0.10570 -4.53852 0.0 0.1 -0.2
H 0.04780 -2.83809 0.89507 -0.5 0.0 -0.1
H -1.26186 -0.23680 3.22890 0.4 0.2 0.1
H -2.75097 0.70139 -1.27987 -0.2 0.2 -0.1
Hg -0.79475 -0.20756 0.39917 -0.5 0.1 0.5
C 0.93781 0.28821 1.67534 0.4 0.5 -0.3
H -0.89273 -0.94282 -5.60568 0.0 0.0 -0.2
Cl 1.21419 1.20900 -2.14801 0.4 1.1 0.4
H -0.69095 0.54815 4.72110 0.0 -0.1 0.0
H -1.37507 0.74763 -5.27062 0.0 0.2 -0.2
C 0.58498 0.96367 3.00450 0.1 -0.5 -0.9
Ce -0.06446 -0.82941 -2.96732 -0.8 -0.9 2.6
H 1.52520 0.92989 0.98515 0.2 -0.3 0.7
C 1.79073 1.29506 3.87897 0.2 0.6 0.3
H -2.32106 -0.59929 -4.61802 0.0 0.0 -0.1
H 0.15163 -0.86646 4.08846 0.0 0.0 -0.1
```
Positions in Å, forces in eV/Å.

Results
Strongest force on any atom ... 2.9 eV Å⁻¹
⟨S²⟩ ... 0.9980
Charge ... -2
HOMO level (spin up / spin down) ... 2.08 / 0.74 eV
Orbital gap (spin up / spin down) ... 3.028 / 4.158 eV
Spin multiplicity ... 2

Results of the Löwdin charge analysis, in e, for atoms 1 through 8: number 1, C, carries -0.352; number 2, C, carries -0.370; number 3, H, carries 0.049; number 4, H, carries -0.191; number 5, H, carries -0.023; number 6, H, carries 0.011; number 7, H, carries 0.063; number 8, H, carries -0.069

=====

[3]
Formula: C20H59N2O22S6
Source: the Open Molecules 2025 dataset
Level of theory: the ωB97M-V functional and the def2-TZVPD basis

The geometry in XYZ format:
```
109
Properties=species:S:1:pos:R:3:forces:R:3
H -3.78446 -6.84921 1.58428 0.1 -0.6 -0.2
C 7.13476 7.17256 -3.64696 0.5 -0.4 -1.2
H -2.09178 2.94451 -4.48459 0.1 0.2 -0.1
H 0.06001 -6.42661 0.72339 -0.1 -0.5 -0.1
H -4.60216 -7.20172 4.51898 0.1 -0.5 -0.1
H 4.32202 -5.12087 7.32345 -0.1 0.2 -0.2
H -1.60758 2.56909 -8.81654 0.1 -0.4 -0.2
O -9.11330 1.27261 3.59620 -0.6 -0.2 2.1
C -3.19622 2.58991 -7.33169 0.0 -1.5 -1.9
S -0.98861 -6.85111 2.90249 0.0 -0.9 -1.0
H 8.19647 6.96915 -3.50738 0.0 0.0 0.5
H -2.74199 4.92032 3.88021 -0.5 0.6 0.4
O -4.66405 -2.33356 -1.46413 -1.1 -0.8 8.4
O -2.49347 -7.53339 3.04298 2.8 -0.3 0.6
O 4.61447 -3.26367 2.79731 2.0 -1.1 1.6
H 4.74706 4.76901 -0.67994 0.0 0.2 0.0
H -6.96260 0.18349 4.16946 -0.4 0.1 -0.1
H -1.08439 -7.94228 0.81433 0.8 0.0 -0.2
H -5.88214 -0.18332 6.98067 -0.1 0.0 0.0
S 6.66405 6.16330 -0.08112 0.9 -1.2 -0.3
H -1.42685 0.37819 0.85473 -0.9 0.3 0.8
H -8.28203 2.71946 6.73821 0.5 -0.3 -0.1
H -7.15254 2.31422 -1.41480 0.2 0.5 -0.2
S 4.27671 0.31714 -4.53249 -1.3 0.7 1.4
H -6.89849 0.70551 -1.30361 -0.9 -1.3 -0.5
H 6.93076 6.68664 -4.60110 -0.1 0.4 -0.4
C -5.82706 0.13280 5.93898 0.3 -0.4 0.6
H -7.25323 -1.30259 5.01799 0.6 -0.1 0.2
N -7.02383 1.55115 -0.76576 0.9 0.1 -0.2
C 7.56838 0.57108 -4.33240 0.1 -0.8 -1.6
C 5.98371 -4.70860 5.98066 0.3 -1.4 2.2
C -2.28321 4.64051 2.93189 -0.9 -1.5 -1.2
C 6.28571 6.43145 -2.67321 0.3 -0.3 -0.2
H -7.29097 2.88514 5.18197 -0.1 -0.6 0.1
H -6.10476 1.56487 -0.34718 0.8 0.8 0.6
O 6.98202 6.99683 1.05295 -0.8 -0.2 -1.2
H 8.53764 0.48128 -4.82289 0.3 -0.4 0.1
H 5.72496 -5.88574 7.92577 0.5 0.0 -0.4
O -8.30195 0.18965 5.83017 -1.6 1.5 -1.3
O -10.60205 1.35812 5.69428 2.3 -0.4 -1.1
O 4.81875 1.34982 -5.40589 -0.4 -1.6 0.7
O -3.08720 3.97983 -7.17350 -0.7 2.2 1.6
S -9.29144 1.35581 5.04955 2.2 0.5 0.5
H -3.14351 2.94019 -9.51169 -0.3 0.2 0.3
H -5.64689 -6.53387 3.30963 0.2 0.3 -0.2
H 4.92831 5.15557 1.04982 -0.4 -0.1 0.0
C -4.80821 -7.21605 3.44873 -0.3 0.0 -0.5
H -8.77612 3.76006 5.47576 -0.4 -0.2 -0.5
H -5.16662 -8.16213 3.04306 0.1 -0.3 0.6
H -4.21849 2.21457 -7.37845 -0.2 0.4 0.7
H -3.49519 -5.70560 2.77874 0.7 0.0 0.5
O 5.14742 -4.57190 4.86274 -1.0 1.1 -0.9
H -0.18700 0.12789 -0.03641 0.9 -0.6 -0.4
C -0.87859 -6.89252 1.02347 -0.8 -0.1 1.8
H -5.57868 1.19391 5.91756 -0.3 0.0 -0.1
H 7.13446 1.39252 -4.90252 -0.3 0.1 0.7
O 6.83397 -2.98950 3.98897 -0.5 -0.3 -0.3
O -1.07096 -5.45329 3.33873 0.6 -2.4 -0.2
H 2.95331 -1.70081 -4.79270 0.7 -0.1 0.3
O 5.50657 -0.58433 -3.87073 -2.3 0.5 -0.2
C 6.32489 -5.36283 2.76474 -0.3 0.2 0.3
H 7.04140 -5.82662 3.44269 0.1 0.2 0.0
H 2.42299 -0.54008 -5.87066 0.5 0.6 -0.4
H -2.65131 2.11649 -6.51497 0.1 -0.5 -0.3
H -4.97619 -0.39055 5.50282 0.0 0.0 -0.1
H -2.87265 1.28407 -9.13480 0.3 -0.1 0.5
H 6.92656 -5.12781 5.62939 0.2 -0.1 0.3
S -3.45257 4.58124 -5.66216 -1.6 0.4 -0.1
C -8.27154 2.81010 5.65204 -1.5 -0.1 0.1
H -1.13539 4.25513 -5.37175 0.0 -0.2 0.2
H 4.84385 -6.53041 6.48270 0.3 -0.2 0.1
C 5.21957 -5.64248 6.99115 -0.3 0.7 -0.9
O -3.01415 3.68766 2.22414 0.4 0.0 0.4
C -4.41483 -2.29687 -2.64362 -0.3 1.6 -1.4
C 6.73196 -0.74764 -4.57388 1.6 2.3 0.7
H -7.72615 1.59356 -0.04115 -0.4 -0.6 0.2
H 6.52909 5.37233 -2.75774 0.8 -0.1 0.9
C -2.66128 2.29260 -8.77944 0.2 0.7 0.9
O -3.43294 6.05775 -5.75278 0.3 -3.2 -0.1
C -1.97964 4.00033 -4.73111 -1.2 0.9 -0.5
H 7.76343 0.76588 -3.27784 -0.5 0.0 -0.1
C -3.58700 -6.78457 2.65430 -2.2 1.9 -0.5
C 4.90483 5.57023 0.04205 1.7 -0.2 0.7
H 6.56459 -0.96863 -5.62803 0.1 0.0 0.0
H 5.23781 6.34072 -2.95916 -0.4 1.1 0.4
H 7.02218 8.25512 -3.70593 -0.4 -0.2 0.1
H -1.29895 4.30194 3.25546 0.9 -0.3 0.0
H 5.46835 -6.03531 2.71766 -0.1 0.3 0.0
H -0.44620 -0.86697 1.38014 0.9 0.4 0.5
O -5.42455 -2.02172 -3.31749 -2.6 0.5 -3.8
O -4.68133 3.91344 -5.16817 2.7 1.3 -1.0
H -2.11093 5.50452 2.29009 0.1 0.9 0.1
H 6.19335 -3.79311 6.53386 -0.1 0.4 -0.6
N -0.81200 -0.37387 0.57818 -0.9 0.2 0.2
O 7.63350 5.09579 -0.37725 -2.1 1.3 0.3
C 3.35224 -0.95632 -5.48167 0.2 0.4 0.7
C -7.05871 -0.24076 5.16890 -0.9 0.2 -0.6
H -2.01998 4.64307 -3.85170 0.2 -0.2 0.1
H 7.31603 -1.50793 -4.05530 -0.6 -0.5 -0.2
O 6.53094 7.07187 -1.39502 -0.3 -0.4 0.6
H -1.74577 -6.37605 0.61193 0.2 0.5 0.2
H 4.18639 6.38851 -0.00647 0.4 0.0 -0.2
H -1.37296 -1.09123 0.14136 -0.7 -0.3 -1.3
O 3.39266 0.75665 -3.43058 2.2 -1.3 -2.0
H 4.02197 -1.37600 -6.23230 -0.3 0.0 0.0
H 6.75691 -5.29941 1.76603 -0.1 0.6 0.2
O -0.06428 -7.88763 3.43614 -2.2 2.8 -0.9
O -3.24992 -2.33757 -3.00583 4.1 -0.6 -2.6
S 5.73246 -3.81173 3.57094 -0.9 -0.6 -1.6
```
Positions in Å, forces in eV/Å.

Results
Strongest force on any atom ... 8.5 eV Å⁻¹
Charge ... -1
HOMO level ... -1.45 eV
Orbital gap ... 2.647 eV

Results of the Löwdin charge analysis, in e, for atoms 1 through 8: number 1, H, carries 0.120; number 2, C, carries -0.079; number 3, H, carries 0.068; number 4, H, carries 0.068; number 5, H, carries 0.083; number 6, H, carries 0.073; number 7, H, carries 0.068; number 8, O, carries -0.338

=====

[4]
Formula: C3H5O4Ru
Source: the Open Molecules 2025 dataset
Level of theory: the ωB97M-V functional and the def2-TZVPD basis

The geometry in XYZ format:
```
13
Properties=species:S:1:pos:R:3:forces:R:3
O -0.33622 0.52363 -0.54708 0.9 -0.7 -0.9
H -2.61790 -0.46544 1.68444 0.4 -0.6 -0.1
C 0.33300 1.63466 0.04364 -2.2 1.3 5.4
H 1.56995 -1.54195 -0.11021 0.4 0.1 -0.5
O -0.13267 2.15759 1.03523 1.0 -0.7 -2.6
H -0.82306 -0.09807 2.10405 -0.4 0.7 -0.1
H 2.38650 -2.02816 -1.37043 0.3 -0.4 -0.2
Ru 1.25892 0.33783 -2.01429 -0.4 1.8 -1.9
O 1.92370 -1.27392 -0.99258 0.1 -1.7 2.2
H -2.04512 -0.57437 -0.70522 0.1 0.5 0.2
C -1.60260 -0.24390 1.35756 0.6 -0.2 -0.4
O 1.44561 1.75334 -0.53274 1.3 0.1 -1.5
C -1.36011 -0.18124 0.04764 -2.1 -0.2 0.6
```
Positions in Å, forces in eV/Å.

Results
Strongest force on any atom ... 6.0 eV Å⁻¹
⟨S²⟩ ... 12.0063
Charge ... +1
HOMO level (spin up / spin down) ... -12.24 / -14.05 eV
Orbital gap (spin up / spin down) ... 8.172 / 5.965 eV
Spin multiplicity ... 7

Results of the Löwdin charge analysis, in e, for atoms 1 through 8: number 1, O, carries -0.224; number 2, H, carries 0.095; number 3, C, carries -0.689; number 4, H, carries 0.133; number 5, O, carries 0.184; number 6, H, carries 0.091; number 7, H, carries 0.106; number 8, Ru, carries 1.540

=====

no.,energy (hartree)
1,-4255.388532
2,-1405.282615
3,-4950.855728
4,-512.648284